(1)
C41H108N4O13 | ωB97M-V/def2-TZVPD

Structure (XYZ):
```
166
Properties=species:S:1:pos:R:3:mulliken_charge:R:1
C -31.77656 -7.41245 -13.48471 -0.75
O -30.78839 -7.89533 -14.43342 -0.27
C -30.29751 -7.04922 -15.44928 -0.59
C -29.24090 -7.90115 -16.22621 0.09
N -28.59082 -6.96596 -17.20623 -0.41
C -27.90285 -7.70521 -18.25794 0.61
C -27.69363 -6.77717 -19.41014 -0.20
O -28.93579 -6.29737 -19.90353 -0.22
C -28.96491 -4.97455 -20.38899 -0.76
H -31.92402 -8.15806 -12.70342 0.23
H -32.73138 -7.27941 -13.99336 0.31
H -31.52485 -6.43172 -13.08111 0.29
H -29.87207 -6.12343 -15.06196 0.37
H -31.07472 -6.93746 -16.20529 0.33
H -29.51082 -8.84762 -16.69465 -0.21
H -28.50937 -8.16807 -15.46351 0.24
H -29.23677 -6.34115 -17.66716 0.35
H -28.41925 -8.61871 -18.55282 -0.64
H -26.93562 -7.93675 -17.81189 0.13
H -27.17749 -7.27042 -20.23379 0.02
H -27.05826 -5.93383 -19.13963 0.26
H -28.65389 -4.41058 -19.50961 0.34
H -29.97927 -4.70787 -20.68571 0.23
H -28.25835 -4.88038 -21.21361 0.23
C -23.17582 -6.13922 -16.44898 -0.63
O -22.87531 -5.52412 -17.66261 -0.43
C -22.76149 -6.44488 -18.73370 -0.27
C -23.16038 -5.75238 -20.01681 -1.05
N -24.58632 -5.78146 -20.12374 0.14
C -25.10390 -5.53703 -21.50491 -0.59
C -24.92116 -6.83821 -22.32571 0.81
O -25.46156 -6.54990 -23.66473 -0.49
C -25.15280 -7.70131 -24.56407 -0.69
H -22.37082 -6.83214 -16.20413 0.26
H -24.12958 -6.65060 -16.31884 0.22
H -23.15953 -5.32081 -15.72923 0.31
H -23.43757 -7.28834 -18.59370 0.18
H -21.74073 -6.80597 -18.85926 0.45
H -22.66687 -6.26386 -20.84321 0.51
H -22.80745 -4.72134 -20.03918 0.35
H -25.13289 -5.30005 -19.42402 0.21
H -24.64461 -4.66749 -21.97508 0.37
H -26.14141 -5.27686 -21.29522 -0.14
H -25.55728 -7.57143 -21.82989 -0.32
H -23.90338 -7.22107 -22.40085 0.16
H -25.94089 -8.45428 -24.55697 0.23
H -24.25637 -8.28631 -24.35843 0.21
H -24.99584 -7.44639 -25.61215 0.35
C -29.36979 -13.10748 -28.39335 -1.39
C -29.12529 -13.05523 -26.84517 0.79
C -28.32437 -11.79851 -26.51419 -1.43
O -27.77965 -11.59965 -25.20402 -0.05
C -26.87978 -12.57707 -24.67226 -0.80
N -30.41934 -13.10886 -26.11517 -0.77
H -29.09746 -12.13498 -28.80345 0.37
H -30.40198 -13.25831 -28.70949 0.38
H -28.65694 -13.76267 -28.89402 0.33
H -28.40455 -13.83801 -26.60878 0.30
H -29.04281 -10.99109 -26.65564 0.41
H -27.45040 -11.71330 -27.15996 0.44
H -26.42805 -12.22681 -23.74417 -0.02
H -26.09022 -12.90368 -25.34904 0.55
H -27.32859 -13.53152 -24.39710 0.38
H -30.31020 -12.40816 -25.39600 0.28
H -31.03770 -12.59197 -26.72390 0.29
C -16.25774 -16.08669 -23.19325 -1.32
C -17.61842 -16.49404 -23.90270 0.17
C -18.85908 -16.23369 -22.97499 -0.52
O -19.04041 -14.86673 -22.39330 -0.44
C -20.41891 -14.46260 -22.50167 -0.53
N -17.75698 -15.69821 -25.11396 -0.69
H -16.42989 -15.03748 -22.95321 0.33
H -15.34893 -16.23416 -23.77670 0.38
H -16.02673 -16.74939 -22.35925 0.34
H -17.38516 -17.48803 -24.28438 0.42
H -18.77692 -17.07977 -22.29271 0.41
H -19.75617 -16.58112 -23.48744 0.12
H -20.65528 -13.48440 -22.08292 0.10
H -20.94331 -15.17646 -21.86644 0.32
H -20.80303 -14.24204 -23.49762 0.35
H -16.94857 -15.97760 -25.65110 0.32
H -17.41228 -14.79580 -24.81912 0.23
C -23.42075 -10.75120 -21.66712 -1.03
C -24.49053 -11.20659 -20.64600 2.21
C -25.64399 -10.26013 -20.23077 -0.55
O -25.03996 -12.45749 -21.13099 -0.12
H -22.51263 -11.32655 -21.48718 0.11
H -23.16609 -9.69216 -21.62604 0.28
H -23.85659 -10.88580 -22.65708 0.42
H -23.85907 -11.29167 -19.76163 -0.85
H -25.26302 -9.27784 -20.51020 -0.39
H -25.73346 -10.17980 -19.14742 0.37
H -26.59678 -10.35223 -20.75212 -0.18
H -24.95562 -12.41503 -22.08634 -0.18
C -23.05084 -16.50083 -23.94323 -1.54
C -24.10572 -15.44627 -23.92169 0.35
C -25.26524 -15.80344 -22.99277 -1.12
O -23.72397 -14.26681 -23.36356 -0.23
H -22.20069 -16.39280 -24.61678 0.34
H -23.46882 -17.41665 -24.36116 0.54
H -22.67531 -16.82112 -22.97138 0.26
H -24.57319 -15.22274 -24.88065 0.38
H -24.90660 -15.86293 -21.96518 0.36
H -25.69120 -16.76843 -23.26745 0.47
H -26.04813 -15.04531 -22.97201 0.05
H -23.74668 -14.49003 -22.43015 0.10
C -23.89918 -15.54351 -17.29368 -1.57
C -24.57643 -14.89608 -18.52618 0.73
C -25.54602 -13.73217 -18.22655 -0.67
O -23.56004 -14.39999 -19.37059 -0.47
H -23.60028 -16.57558 -17.47693 0.35
H -24.51841 -15.61829 -16.39978 0.38
H -23.03783 -15.00747 -16.89515 0.29
H -25.16564 -15.68123 -18.99998 0.33
H -26.12521 -13.48624 -19.11659 0.07
H -24.99031 -12.83895 -17.94119 -0.20
H -26.35692 -14.02399 -17.55919 0.60
H -23.96033 -13.69368 -19.88293 0.07
C -29.03031 -12.10326 -18.84620 -0.49
C -28.98964 -12.38701 -17.31870 0.67
C -30.34210 -12.09345 -16.59824 -1.30
O -28.79654 -13.78545 -17.21067 -0.63
H -29.98576 -12.50821 -19.17972 0.44
H -28.30312 -12.67643 -19.42134 0.07
H -28.88192 -11.05092 -19.08839 -0.36
H -28.10144 -11.86616 -16.96102 0.28
H -30.46199 -11.01881 -16.73560 0.20
H -30.28923 -12.14884 -15.51093 0.37
H -31.24915 -12.56426 -16.97731 0.34
H -28.81133 -14.12228 -18.10952 0.39
C -19.64856 -9.11803 -22.65898 -1.40
C -18.39199 -9.33164 -23.55125 0.56
C -18.75951 -10.20167 -24.74324 -1.12
O -17.98626 -8.11302 -24.10773 -0.57
H -19.98995 -10.09756 -22.32420 0.23
H -20.50086 -8.57973 -23.07363 0.40
H -19.47042 -8.48103 -21.79261 0.41
H -17.48919 -9.70198 -23.06555 0.41
H -18.57172 -9.76442 -25.72388 0.34
H -19.83662 -10.36306 -24.69989 0.25
H -18.32995 -11.20227 -24.79197 0.19
H -17.17471 -7.89177 -23.64512 0.33
C -29.30182 -10.45787 -22.45814 -0.09
C -30.67935 -9.72109 -22.15260 0.58
C -31.74745 -10.41305 -21.41350 -1.03
O -30.47712 -8.37280 -21.67902 -0.51
H -29.05103 -11.13129 -21.63856 -0.03
H -28.43148 -9.80683 -22.54038 0.10
H -29.31697 -10.81593 -23.48754 -0.14
H -31.15431 -9.65661 -23.13155 0.24
H -32.51660 -9.76256 -20.99710 0.34
H -31.24814 -10.82835 -20.53811 -0.09
H -32.23915 -11.23464 -21.93438 0.38
H -29.91722 -8.32846 -20.90047 0.16
C -21.43254 -9.73024 -16.94204 -1.30
C -22.06419 -11.16172 -16.81807 1.01
C -21.48642 -12.04163 -17.80295 -0.67
O -21.76151 -11.60463 -15.49948 -0.60
H -21.81257 -9.18731 -16.07665 0.27
H -21.56348 -9.16352 -17.86388 0.27
H -20.35246 -9.86991 -16.89708 0.39
H -23.13008 -11.17926 -17.04541 -0.13
H -20.46711 -12.34488 -17.56387 0.42
H -21.67554 -11.64368 -18.79993 0.05
H -22.13228 -12.91965 -17.81001 -0.08
H -22.11097 -12.48873 -15.36584 0.32
```

Calculated values
Calculated total energy in a.u.: -2823.67530
HOMO energy in eV: -8.792
ΔE to the lowest compared entry with this formula, charge and spin in kcal/mol: 133.0
SMILES string: COC[C@H](C)N.COC[C@H](C)N.COCCNCCOC.COCCNCCOC.CC(C)O.CC(C)O.CC(C)O.CC(C)O.CC(C)O.CC(C)O.CC(C)O
LUMO in eV: 0.5
Kohn-Sham gap in eV: 9.29

***

(2)
C41H108N4O13 | ωB97M-V/def2-TZVPD

Structure (XYZ):
```
166
Properties=species:S:1:pos:R:3:mulliken_charge:R:1
C -2.02109 4.64094 -3.18168 -1.69
C -2.97135 4.87567 -1.95892 0.06
C -3.61011 6.26508 -2.12222 -0.95
O -4.05284 3.99667 -2.09256 -0.68
H -2.42708 4.91072 -4.15662 0.32
H -1.82093 3.56962 -3.16425 0.43
H -1.15085 5.23367 -2.89977 0.44
H -2.48309 4.78906 -0.98827 -0.04
H -2.89782 7.04536 -1.85407 0.59
H -4.46201 6.41477 -1.45894 0.24
H -3.93785 6.52836 -3.12790 0.22
H -4.72049 4.21584 -1.43850 0.09
C -5.63128 3.07103 3.42328 -2.09
C -6.90487 2.37214 3.03949 0.54
C -6.87210 1.94076 1.55850 -0.37
O -7.04976 1.24422 3.82964 -0.68
H -5.43603 3.96759 2.83492 1.22
H -4.77331 2.40023 3.37841 0.48
H -5.63689 3.42656 4.45365 0.47
H -7.76381 3.01402 3.23525 -0.11
H -7.82490 1.54661 1.20503 0.16
H -6.20931 1.07675 1.51075 0.76
H -6.47080 2.67990 0.86514 -2.82
H -6.26388 0.70348 3.72198 0.55
C -6.12688 7.47195 3.85967 -1.14
C -7.29484 6.57166 3.39311 2.43
C -6.95670 5.13479 3.85451 -0.59
O -8.52256 6.89836 3.93619 -0.72
H -5.17795 7.14429 3.43510 -0.95
H -6.01021 7.46327 4.94338 0.75
H -6.26727 8.50174 3.53117 -0.31
H -7.35272 6.60606 2.30519 0.18
H -7.01561 5.08080 4.94157 0.65
H -5.93373 4.90989 3.55277 -0.35
H -7.54820 4.29032 3.50079 -0.57
H -8.75809 7.71451 3.48894 0.64
C -9.89789 3.03580 -1.13885 -2.40
C -8.66022 2.53295 -0.29281 -0.53
C -7.39118 2.42168 -1.09887 -0.36
O -8.32789 3.37346 0.73982 -0.02
H -10.82004 3.07940 -0.55934 0.65
H -10.12547 2.43494 -2.01934 0.56
H -9.77829 4.07863 -1.43260 1.25
H -8.83504 1.54548 0.13433 0.80
H -6.48789 2.26743 -0.50865 0.06
H -7.19611 3.41539 -1.50209 0.35
H -7.44398 1.67557 -1.89174 0.94
H -8.06255 4.23494 0.40962 0.16
C -5.78670 6.06710 -3.18045 -0.26
C -5.97880 7.31537 -2.42420 0.75
C -7.03161 8.20596 -3.07262 -2.11
O -6.20483 6.96400 -1.07481 -1.22
H -5.32858 5.28450 -2.57568 0.14
H -5.05485 6.17819 -3.98055 -0.19
H -6.73849 5.72509 -3.58691 0.04
H -5.04373 7.87293 -2.37062 0.55
H -6.86849 8.24323 -4.14970 0.56
H -6.89834 9.18853 -2.61998 0.43
H -8.02903 7.88103 -2.77657 0.50
H -6.32516 7.75281 -0.54108 0.16
C -2.42127 5.05828 3.61419 -2.01
C -3.61007 5.78454 2.96519 1.51
C -3.60783 7.31076 3.26818 -1.53
O -3.58112 5.64159 1.61596 0.04
H -2.52954 3.98432 3.46266 0.87
H -2.30122 5.30416 4.66929 0.46
H -1.47615 5.31437 3.13536 0.37
H -4.55853 5.41277 3.35288 0.14
H -4.43631 7.78939 2.74603 1.15
H -2.67209 7.72043 2.88782 0.53
H -3.68393 7.58139 4.32129 0.24
H -3.68398 4.72796 1.33975 1.27
C -2.06093 -0.87668 2.54214 -1.63
C -1.88455 0.23851 1.52122 1.12
C -1.56067 1.63223 2.18515 -2.04
O -0.77837 -0.03249 0.62957 -0.59
H -2.51082 -1.77617 2.12188 0.43
H -2.70783 -0.63480 3.38542 0.33
H -1.10820 -1.13528 3.00423 0.36
H -2.78956 0.41525 0.93999 0.32
H -0.58051 1.60009 2.66091 0.55
H -2.21471 1.89776 3.01571 -0.37
H -1.56746 2.43673 1.44973 -0.57
H -0.59754 0.72998 0.07501 0.33
C -7.92985 6.07910 -1.81433 -1.88
O -7.88026 5.40670 -0.53987 0.36
C -8.39779 6.24141 0.50684 0.21
C -8.84005 5.38830 1.69390 0.78
N -10.05724 4.59966 1.45621 -0.24
C -10.34574 3.69344 2.56721 -0.42
C -11.48117 2.74803 2.27664 -1.07
O -12.68824 3.52368 2.03123 -0.35
C -13.78565 2.73025 1.62474 -0.76
H -7.54643 5.38764 -2.56464 0.83
H -7.36838 7.01326 -1.82933 1.62
H -8.94180 6.32854 -2.13344 1.60
H -9.17903 6.91388 0.15253 0.94
H -7.56484 6.88247 0.79555 0.62
H -8.86794 6.08211 2.53410 0.35
H -8.02968 4.69365 1.91498 -2.98
H -9.91617 4.08383 0.59940 -0.04
H -10.48195 4.23779 3.50169 0.56
H -9.48955 3.02844 2.68039 0.24
H -11.73758 2.14708 3.14911 0.59
H -11.23233 2.04541 1.48135 0.29
H -13.98263 1.85675 2.24627 0.31
H -13.53288 2.38529 0.62214 0.27
H -14.60623 3.43567 1.75562 0.23
C -5.65027 3.22590 -2.83131 -1.04
O -7.03286 3.22763 -3.13894 -0.54
C -7.52697 4.45859 -3.63833 0.24
C -9.10936 4.50574 -3.67301 -1.25
N -9.66336 3.60927 -4.66113 -0.10
C -11.13721 3.53202 -4.65890 -0.68
C -11.86064 4.80370 -5.34520 -0.45
O -11.50425 4.98318 -6.68506 -0.35
C -11.16868 3.80689 -7.46458 -0.64
H -5.47741 3.57304 -1.81263 0.92
H -4.99593 3.69664 -3.56504 0.76
H -5.28260 2.20630 -2.71580 0.35
H -7.16279 4.76997 -4.61737 0.67
H -7.16846 5.26356 -2.99677 -0.30
H -9.32765 5.54904 -3.90098 0.54
H -9.50611 4.26846 -2.68589 -0.87
H -9.23705 2.69886 -4.56364 0.36
H -11.57983 3.40393 -3.67109 0.21
H -11.48912 2.70142 -5.27076 0.77
H -11.48092 5.71161 -4.87655 0.24
H -12.94868 4.78475 -5.28265 0.34
H -11.95056 3.05872 -7.33417 0.27
H -10.18796 3.41796 -7.19068 0.23
H -11.18583 4.06718 -8.52291 0.28
C -6.46290 5.24661 1.29397 3.13
C -5.41490 5.01193 0.16621 0.32
C -4.55946 3.77757 0.41407 -3.06
O -3.88259 3.74671 1.69135 0.71
C -2.91862 2.70146 1.80065 1.86
N -5.92672 4.85141 -1.21416 0.92
H -6.02562 5.41254 2.27852 -1.28
H -7.05258 4.33097 1.33839 0.76
H -7.14118 6.09275 1.18399 -2.21
H -4.78608 5.90155 0.13110 -0.24
H -3.76295 3.77721 -0.33002 0.64
H -5.06630 2.83009 0.23103 0.86
H -2.47451 2.66204 2.79530 -0.09
H -2.12937 2.93242 1.08523 -0.33
H -3.26253 1.68069 1.63377 -0.22
H -6.29521 5.74951 -1.49302 -2.93
H -6.75094 4.27263 -1.29014 -0.59
C -5.19490 7.72247 0.64553 0.61
C -6.52811 8.49113 0.35603 -0.04
C -6.68883 9.81307 1.11899 -1.41
O -7.06681 9.64946 2.45093 -0.23
C -7.60358 10.74189 3.19402 -1.09
N -6.35015 8.78334 -1.05975 0.18
H -5.30041 7.16169 1.57425 -1.58
H -4.35686 8.41498 0.72429 1.29
H -4.85834 6.98653 -0.08470 0.15
H -7.44595 7.93200 0.53784 -0.50
H -7.44809 10.31273 0.51734 0.55
H -5.82251 10.46208 0.99101 0.47
H -6.87298 11.53719 3.34176 0.33
H -7.82630 10.41106 4.20846 0.34
H -8.54016 11.11133 2.77639 0.34
H -5.38306 9.04344 -1.19086 0.50
H -6.80487 9.66097 -1.26732 0.56
```

Calculated values
Calculated total energy in a.u.: -2821.09207
HOMO energy in eV: -7.196
ΔE to the lowest compared entry with this formula, charge and spin in kcal/mol: 1754.0
LUMO in eV: 0.2
Kohn-Sham gap in eV: 7.42